C54H120N7O3 | ωB97M-V/def2-TZVPD

For the HOMO energy, the calculation gives -19.301 eV. The energy relative to the best compared isomer or geometry (same formula, charge and spin) comes out at 894.32 kcal per mole.

```
! wB97M-V def2-TZVPD RIJCOSX def2/J DEFGRID3
* xyz 5 1
O -0.0625 0.4072 0.1050
O -1.1903 -0.2229 -1.5219
O -0.7726 -1.5391 0.0316
N -0.7547 -0.4133 -0.3983
N 4.3657 3.7323 -3.8817
N 2.6053 -1.7239 0.4522
N -4.2624 1.7357 -0.3715
N 0.5269 3.0740 1.0660
N -1.5730 -2.5981 2.7960
N -1.8011 -4.5666 -1.3962
C -1.9342 -6.8566 -0.3131
C -2.5348 -2.8703 3.9872
C -0.0948 -1.6419 -3.5894
C -4.9624 0.3614 -0.6292
C -5.0271 2.5042 0.7563
C -4.8932 -2.8962 -0.9384
C -2.8354 1.5808 0.1291
C -4.1624 2.4988 -1.6459
C -0.5039 1.0134 4.0832
C -2.9514 1.5509 1.7055
C 5.5870 -4.2032 2.7996
C -0.8874 -1.4515 -4.8881
C 2.7844 -2.6898 1.6007
C -1.3699 -3.8661 -2.7169
C 5.8028 5.1012 -5.3369
C -4.3377 -0.5062 -1.7428
C -3.0060 -3.7802 -0.7875
C 0.2553 1.5291 -1.5364
C -0.2775 -3.4420 2.9405
C 1.3078 -2.1548 -0.3158
C 3.9170 -2.3169 2.6714
C 2.6879 2.6522 2.0810
C -0.3224 7.0036 1.7171
C 5.2707 3.6817 -2.5915
C 0.4527 1.8789 2.0736
C -2.3193 -6.0553 -1.5773
C -5.0305 -1.8668 -2.0542
C 0.2293 4.4020 1.8518
C 5.2623 3.6474 -5.0672
C 3.6114 5.0431 -4.1738
C 0.0957 5.6801 0.9878
C -0.4559 2.8969 -0.0624
C -0.8271 -6.0102 0.4300
C -3.3821 -4.1908 2.1404
C 3.1145 -2.1201 -2.0473
C -3.6962 -3.8267 3.5185
C 3.4602 2.4423 -3.7553
C -0.8905 -2.3556 -2.4810
C -2.4746 -3.0330 1.5578
C 4.6530 5.9241 -4.8583
C -1.5391 6.9522 2.5893
C -1.3137 -1.0052 2.7505
C -0.6776 -4.7221 -0.3502
C -4.1877 2.4581 2.0823
C 1.1953 1.5169 -2.7691
C 2.4971 -0.2370 0.8671
C 2.0269 3.0969 0.7441
C 2.3028 2.6215 -2.6285
C 1.6521 1.9791 3.0423
C 0.3277 1.6510 5.2104
C -0.3084 -0.4897 3.8114
C 1.6259 -1.8189 -1.8320
C 4.3913 -3.5480 3.5134
C 3.7523 -1.9207 -0.6774
H 1.4746 2.4857 3.9909
H -4.2505 -4.2137 1.4820
H 4.7286 -1.8681 2.0986
H -3.2871 -0.7869 -1.6688
H -4.5548 -2.1900 -2.9801
H -2.7955 -5.1077 2.0826
H -4.3649 0.0027 -2.7063
H -0.3315 7.8339 1.0109
H 1.0100 -2.3738 -2.5397
H -1.0083 -0.9068 1.7088
H -2.1962 -3.7998 -3.4246
H 0.8044 -2.2461 -3.7091
H -3.8674 -2.8556 -0.5720
H 0.0724 -3.2417 3.9532
H -2.3777 0.6567 -0.2238
H 1.8265 3.6017 -2.6093
H 0.8690 5.7475 0.2226
H 3.0318 2.2917 -4.7462
H 3.6301 -4.3012 3.7165
H 3.2304 5.2716 -3.1784
H -5.1843 -3.8976 -1.2553
H 2.7807 4.6513 -4.7607
H 3.4874 0.1598 1.0906
H 5.8604 2.7722 -2.7058
H 0.7244 -0.6058 3.4829
H -3.8006 -3.6928 -1.5285
H 4.6604 3.3669 -5.9315
H -5.4855 -2.5051 -0.1110
H -4.9975 3.5351 0.4034
H -0.4659 -0.7005 -5.5563
H 1.4357 -0.7704 -2.0614
H -2.2344 2.4868 0.0506
H 0.5339 -3.1727 2.2643
H 0.7808 1.5398 -3.7770
H -1.5524 1.2282 4.2898
H 0.1739 -0.6397 -3.2554
H 0.5680 7.1670 2.3242
H 0.7586 4.5478 2.7934
H -6.0443 -1.6609 -2.3976
H -3.7457 -4.7006 4.1681
H 5.8003 4.6300 -2.4992
H 3.3855 -3.0597 -2.5289
H -5.9461 1.9590 0.9714
H -0.7551 4.1753 2.2614
H -2.0648 1.8944 2.2384
H 2.7750 2.5365 -1.6498
H 2.9943 -3.6618 1.1542
H -1.5692 -1.7184 -1.9140
H 0.6586 0.9687 1.5102
H -0.3042 -1.0540 4.7439
H 1.9642 0.9867 3.3677
H -3.7328 3.4410 2.2051
H 5.9001 2.7757 -4.9201
H 2.4092 3.9884 0.2470
H -1.7587 -7.9093 -0.5348
H -0.0693 1.5417 6.2197
H -1.6428 7.7145 3.3615
H 4.2029 1.6603 -3.5978
H -2.8120 -1.8907 4.3767
H -2.3564 -0.7231 2.8961
H -0.3684 2.4230 -1.5486
H -0.5002 0.7469 -1.6101
H -4.6763 -3.3661 3.6426
H -1.8369 -3.2679 0.7056
H -0.5030 -3.9024 0.3468
H -3.3474 -4.4289 0.0192
H -3.5165 1.8990 -2.2872
H 1.6537 0.5408 -2.6106
H -0.4806 1.6042 3.1675
H -0.7856 5.4306 0.3969
H 6.1036 5.2190 -6.3779
H 3.5372 1.9697 2.1122
H 3.5260 -1.4748 3.2424
H -2.8064 -7.0540 0.3102
H 0.1669 -4.9088 -1.0137
H -2.6751 -2.7888 -0.4782
H -5.2046 2.5514 -1.9605
H 4.3450 -2.8007 -0.4275
H 2.0317 0.3023 0.0421
H -1.2351 -2.1578 -5.6419
H -1.7202 -0.8326 -4.5541
H 6.7862 5.3623 -4.9461
H -1.5750 -6.4711 -2.2564
H -0.5682 1.8460 2.4539
H 6.2043 -4.7486 3.5135
H -0.7169 1.8391 -0.0934
H -0.2417 -2.4826 -1.6144
H -3.7749 3.5152 -1.5767
H 1.2530 1.0873 5.3287
H 4.7684 -3.1782 4.4669
H -2.4592 6.9416 2.0049
H -1.9948 -3.0345 4.9197
H 1.7850 -2.7092 2.0352
H 0.9803 -3.1942 -0.2951
H 1.9984 -0.0348 1.8150
H -3.2658 -6.2162 -2.0934
H 2.1299 2.3852 -0.0751
H -1.5307 6.0513 3.2028
H 0.5182 -1.5126 0.0744
H 0.0431 3.2927 -0.9469
H -0.4612 -4.4258 2.5087
H 4.4717 -1.1019 -0.6691
H -6.0485 0.3622 -0.7205
H -4.8415 -0.1820 0.3079
H 3.1664 3.5094 2.5546
H 0.7524 1.3998 -0.5750
H 5.3682 -4.5699 1.7968
H 4.2376 6.4614 -5.7108
H 6.3298 -3.4148 2.6775
H 0.1047 -6.5319 0.6486
H 4.6691 3.7155 -1.6832
H 3.5983 -1.4127 -2.7208
H -1.1621 -5.8693 1.4576
H -3.1416 0.5793 2.1615
H 0.5244 2.7114 5.0526
H -4.6409 1.9104 2.9086
H -3.0930 -2.1850 1.2634
H 4.9973 6.5812 -4.0596
H -1.3349 3.5193 0.1053
H -0.6618 -4.5415 -3.1970
*
```

***

C54H122N6O10 | ωB97M-V/def2-TZVPD

For the HOMO energy, the calculation gives -8.257 eV. The energy relative to the best compared isomer or geometry (same formula, charge and spin) comes out at 0.00 kcal per mole.

```
! wB97M-V def2-TZVPD RIJCOSX def2/J DEFGRID3
* xyz 0 1
O 0.5171 4.4615 -3.7664
O -1.8983 4.4117 -6.3908
O -3.5834 -1.8235 -7.7786
O 7.2680 5.3986 1.7722
O 3.7702 -1.3360 -0.1392
O -0.1431 -6.5391 -3.9199
O 3.1139 -3.5677 1.7655
O 4.2189 2.1302 -2.2367
O -1.4501 3.5407 -1.4432
O -1.3700 0.7983 5.2166
N -0.9040 2.3327 -1.9639
N 2.6251 -3.4457 3.0872
N -0.9190 2.0718 5.6542
N 6.1432 5.0273 2.5699
N -4.8796 -2.0077 -7.2727
N -0.3529 -5.9139 -2.6567
C -7.2712 -2.7584 -5.9275
C -4.8493 -4.5183 -6.8827
C -1.4109 -4.6480 -0.3453
C 7.4183 5.3458 4.6223
C 0.4074 -4.2428 2.5549
C 4.8861 -3.5935 4.0341
C -4.7275 0.0878 -6.0702
C -1.9038 1.8346 7.8182
C 3.6532 5.2511 3.9296
C 0.9155 2.0096 4.0683
C 0.8839 -1.8264 2.2841
C -6.5669 -1.4087 -5.6093
C 0.3536 4.1126 5.1749
C -5.0648 -1.4072 -5.9412
C -1.9001 1.5760 -2.7317
C -1.7304 -3.9701 -3.5315
C 0.7365 -2.9550 4.5841
C -2.6333 -6.8073 -2.2412
C 4.9435 4.8890 1.7361
C -1.1696 0.3346 -3.3653
C 4.4385 6.1927 1.1213
C -0.4900 -3.9110 -1.3383
C -1.8750 2.6825 6.5729
C -5.4538 -3.3216 -7.6026
C 0.7545 -3.9611 -3.4918
C -3.2776 2.8880 6.0407
C 0.0645 1.7308 -1.0527
C 1.6487 -2.0208 5.4051
C -6.9567 -3.1395 -7.3586
C -0.5852 -8.1677 -1.8056
C -1.1984 3.2209 3.4444
C 1.2080 -3.0759 3.1119
C -5.3194 -3.5201 -9.1083
C 3.6282 -2.7383 3.9114
C -0.1817 -0.4591 -2.5128
C 6.1564 7.2737 3.7193
C -1.2868 4.0502 7.0593
C 5.1764 3.8379 0.6626
C -1.1700 -6.7456 -1.7767
C -4.1980 -2.1250 -4.9009
C -0.6156 4.9424 6.0194
C 4.0131 -1.3230 3.4558
C 3.0782 -2.5842 5.3532
C 6.1669 5.7303 3.8453
C 3.8136 4.3741 2.6660
C 4.9718 5.2894 4.7145
C -1.1582 -6.1641 -0.3597
C 1.2205 2.7194 -0.8299
C -3.0587 1.0536 -1.8649
C -0.5037 -4.4580 -2.7734
C 0.7175 0.5785 -1.8323
C -0.2731 2.8196 4.5767
C -0.4869 1.1941 0.2770
C -2.3677 2.3819 -3.9432
H 0.5679 4.6667 4.2544
H 8.3460 5.7166 4.1905
H -3.7617 -4.5587 -6.8825
H -0.9452 4.2778 -6.4494
H -2.7681 0.3936 -1.0425
H 3.1532 -2.6747 1.3714
H 4.7869 -0.8271 4.0422
H -1.3639 5.4568 5.4107
H -3.7710 1.9847 5.6600
H 1.8977 2.4254 -0.0269
H -0.2831 4.2222 -3.2768
H -4.0603 -1.5289 -3.9924
H -0.6722 -4.0760 2.5429
H -3.8265 0.5738 -2.4673
H -4.3287 -3.8277 -9.4543
H 1.4297 0.1038 -1.1500
H 0.7465 -4.1329 -4.5675
H -1.0551 0.2856 0.0583
H -2.5555 3.4519 -3.8221
H 5.5983 2.8997 1.0230
H -0.0727 5.7846 6.4545
H -1.8103 -2.8813 -3.4774
H -2.1584 4.6532 7.3587
H 4.2588 3.5770 0.1300
H -2.2787 3.7168 -6.9397
H 4.1170 6.9658 1.8202
H -7.1157 -0.5815 -6.0573
H -0.7440 -1.0249 -1.7654
H 0.2689 1.0544 1.0442
H -5.0350 0.3649 -7.0803
H -0.7911 4.0440 8.0308
H 3.6275 -1.8263 5.9156
H -1.8197 4.1062 3.5955
H -2.1574 0.9892 4.6770
H -0.2704 -2.5451 4.7185
H -1.7294 -4.2276 -4.5910
H 4.0613 3.3290 2.8620
H -1.9548 2.4451 3.2641
H 1.2682 -1.9788 6.4265
H 5.6758 -3.0424 4.5334
H 4.6686 -4.5752 4.4614
H -3.2667 -6.0010 -1.8662
H -0.9162 0.3196 -4.4273
H 0.6749 -4.4499 1.5136
H -1.2124 -4.1904 0.6246
H 3.5825 6.0979 0.4491
H -3.3061 3.5746 5.1917
H -0.9545 -8.7215 -2.6703
H -5.1949 0.7501 -5.3442
H -1.3002 1.8218 0.6594
H -0.2478 -6.3854 0.2036
H -2.6237 -4.3694 -3.0509
H -7.5420 -4.0220 -7.6413
H -1.9451 -6.6842 0.1930
H -3.2658 1.9624 -4.3925
H -3.1877 -2.2466 -5.2900
H -5.5159 -2.5538 -9.5790
H 0.6154 1.0327 3.6806
H -7.4126 -2.3602 -7.9761
H -6.6791 -1.2767 -4.5281
H 5.7842 4.3199 -0.1083
H -5.9903 -4.2612 -9.5448
H -2.7355 -6.8584 -3.3267
H 1.5526 2.4721 3.3072
H 3.8632 1.7773 -3.0599
H 4.8875 5.9726 5.5594
H 3.0800 -3.5709 5.8156
H 1.5044 -1.0354 4.9577
H -2.2553 0.8017 7.7250
H 7.6310 4.5345 1.5488
H 0.3883 -1.1686 -3.1076
H -4.6509 -3.0743 -4.6402
H -6.9623 -3.5080 -5.1952
H 0.6239 -3.9494 5.0223
H 1.6660 2.9772 -1.7857
H 0.5122 -4.0650 -0.9235
H -0.9181 1.7170 8.2761
H 6.8818 7.6231 2.9765
H 0.8196 -6.5655 -3.9482
H -2.4614 -4.4553 -0.5767
H 1.3276 -0.9181 2.6890
H -3.6450 0.2422 -6.0107
H 2.8536 4.4744 2.1566
H -2.0503 -0.3265 -3.4496
H -2.5209 2.1926 8.6507
H 3.1713 -0.6320 3.4431
H -0.6700 3.3477 2.4982
H -1.5542 2.4407 -4.6657
H -3.9664 3.2025 6.8247
H 1.2893 3.8771 5.6777
H 3.3213 -0.7145 -0.7256
H 1.6358 -4.3484 -2.9774
H 0.8033 3.6376 -4.1716
H -3.1642 -7.6918 -1.8692
H 1.6609 1.7970 4.8415
H 5.1418 -3.9156 3.0181
H 4.9443 1.5359 -2.0108
H -0.8775 -8.7199 -0.9117
H -0.6993 -2.8430 -1.2636
H -3.4761 1.8680 -1.2597
H 0.8258 -2.8702 -3.4190
H -0.1748 -1.5471 2.3773
H 0.8779 3.6899 -0.4508
H 4.3970 -1.3581 2.4313
H 7.4859 4.2507 4.5711
H -2.0465 3.2303 -0.7418
H -5.1792 -4.6610 -5.8539
H 0.9979 -1.9747 1.2101
H -3.6460 -1.0796 -8.3864
H 5.0838 4.2605 5.0673
H 6.5354 7.7071 4.6453
H -5.2414 -5.3977 -7.4048
H 0.4975 -8.1996 -1.9277
H -8.3593 -2.6863 -5.8548
H 0.5936 -5.1439 3.1394
H 1.3411 1.0294 -2.6096
H 5.2412 6.6890 0.5640
H 3.3710 6.2819 3.7059
H 4.1046 -2.0286 -0.7230
H 5.2128 7.6862 3.3666
H 2.8312 4.8533 4.5261
H 7.3326 5.5118 5.6956
*
```